C3H5I | ωB97M-V with the def2-TZVPD basis set

Values from the calculation:
energy relative to the best compared isomer or geometry (same formula, charge and spin) = 75.7 kcal/mol
strongest force on any atom = 3.51 eV/Å
calculated total energy = -414.85371 Eh
orbital gap (spin up / spin down) = 0.3078 / 0.2955 Eh

XYZ file:
```
9
C3H5I, DFT ωB97M-V with the def2-TZVPD basis set
C -0.20834 0.63894 0.23692
C -1.22740 -0.34674 -0.07328
C 1.15411 0.11767 -0.23692
I 2.28331 -1.04583 0.91344
H -0.43925 1.53754 -0.16070
H -0.07566 0.84858 1.30352
H -0.90990 -1.42624 0.17677
H -1.89528 -0.28507 -0.91944
H 1.31840 -0.03883 -1.24032
```